Here is a 2-piece molecular cluster, C3H4Br2O overall in a non-equilibrium geometry from the OMol25 dataset. Energies are from the ωB97M-V functional and the def2-TZVPD basis.

Structure (XYZ):
```
10
Properties=species:S:1:pos:R:3
C 0.6779 -1.0651 -0.1301
C -0.4868 -0.2373 -0.1385
C -0.2538 1.3283 0.2224
O 0.0082 -0.8138 -1.2954
Br 2.4032 -0.4123 0.0457
Br -2.0960 -1.0414 0.3613
H 0.3967 -2.8333 -0.0533
H -0.0149 1.3141 1.2645
H -1.1619 1.8064 0.0053
H 0.5273 1.9544 -0.2818
```

Calculated values
Orbital gap = 9.7 eV
Energy = -145303.608 eV
2S+1 = 1
ΔE to the lowest compared entry with this formula, charge and spin = 354.6 kJ/mol
LUMO energy = -0.31 eV


Here is one molecule with the formula C4H6N2 in a non-equilibrium geometry from the OMol25 dataset. Energies are from the ωB97M-V functional and the def2-TZVPD basis.

Structure (XYZ):
```
12
Properties=species:S:1:pos:R:3
C -1.3348 0.9462 -0.6466
C -0.2338 -0.0385 -0.3781
C 1.3475 -0.7111 1.3159
N 0.1693 -0.3057 0.8926
C 0.5789 -0.5452 -1.4088
N 1.2195 -1.0236 -2.2572
H -0.9716 1.9833 -0.7110
H -2.1059 0.9173 0.1348
H -1.8231 0.7206 -1.5996
H 1.4422 -1.0951 2.3234
H 2.1580 -0.6940 0.5946
H -0.5704 -0.1988 1.5855
```

Calculated values
Orbital gap = 7.8 eV
Energy = -7223.167 eV
2S+1 = 1
ΔE to the lowest compared entry with this formula, charge and spin = 233.9 kJ/mol
LUMO energy = 0.38 eV


Here is C37H85AlNO8 as an isolated structure from the OMol25 dataset. Energies are from the ωB97M-V functional and the def2-TZVPD basis.

Structure (XYZ):
```
132
Properties=species:S:1:pos:R:3
C 12.4741 -0.6711 1.0712
C 13.0749 -0.0947 -0.2218
C 11.9945 0.2870 -1.2426
C 11.1940 1.5436 -0.8051
C 9.6837 1.3041 -0.6543
C 8.8265 2.5730 -0.8953
C 8.3760 3.2648 0.3971
C 7.2076 4.2308 0.1589
C 5.8326 3.5500 0.2271
C 4.6877 4.5696 0.1741
C 3.3800 3.9454 -0.3134
C 2.1295 4.8197 -0.0667
C 0.9383 4.0684 0.5686
C -0.4046 4.2450 -0.1702
C -1.0254 2.9310 -0.7083
C -2.3162 2.5526 -0.0012
C -2.8541 1.1374 -0.2883
C -1.8530 -0.0251 -0.2581
Al -2.6368 -1.7611 -0.9776
C -4.1491 -2.4494 0.2454
C -5.4372 -2.3752 -0.4753
C -6.2494 -1.1055 -0.2985
N -5.8216 -3.3205 -1.2657
H 11.5198 -1.1518 0.8659
H 13.1559 -1.3755 1.5385
H 12.2724 0.1335 1.7780
H 13.6333 0.8125 0.0110
H 13.7756 -0.8013 -0.6655
H 11.2941 -0.5407 -1.3420
H 12.4754 0.4743 -2.2010
H 11.5883 1.9024 0.1460
H 11.3744 2.3343 -1.5331
H 9.3509 0.5242 -1.3343
H 9.5095 0.9903 0.3746
H 9.4217 3.2804 -1.4719
H 7.9283 2.3120 -1.4535
H 8.0406 2.5101 1.1100
H 9.2078 3.8134 0.8407
H 7.2092 5.0357 0.8961
H 7.2849 4.6854 -0.8309
H 5.7689 2.9644 1.1443
H 5.7284 2.8631 -0.6158
H 4.9748 5.3993 -0.4724
H 4.5170 4.9381 1.1875
H 3.2643 2.9776 0.1779
H 3.4568 3.7329 -1.3823
H 1.8346 5.3099 -0.9938
H 2.4511 5.6209 0.6045
H 1.2049 3.0166 0.6575
H 0.8344 4.4351 1.5912
H -0.2538 4.9480 -0.9900
H -1.1163 4.7214 0.5060
H -1.2057 3.0471 -1.7797
H -0.2806 2.1448 -0.6130
H -3.0803 3.2709 -0.3187
H -2.1869 2.6753 1.0770
H -3.4038 1.1224 -1.2338
H -3.6023 0.9324 0.4856
H -1.0041 0.1883 -0.9133
H -1.4843 -0.1537 0.7654
H -3.2130 -1.4739 -2.4681
H -1.4492 -2.8753 -1.0195
H -4.1871 -1.9197 1.1981
H -3.9290 -3.5006 0.4367
H -7.2949 -1.2544 -0.5555
H -6.1513 -0.7447 0.7247
H -5.8217 -0.3356 -0.9438
H -6.7143 -3.0561 -1.6810
C -1.0065 5.0087 -5.7635
O -0.0707 5.9852 -6.1907
C 0.0154 7.1008 -5.3213
C 1.2281 7.0174 -4.4219
O 1.1256 5.9370 -3.5129
C 1.8920 4.8053 -3.8839
H -0.8766 4.1331 -6.3964
H -0.8423 4.7212 -4.7227
H -2.0311 5.3783 -5.8787
H -0.8912 7.1859 -4.7145
H 0.0939 7.9993 -5.9428
H 1.2982 7.9388 -3.8339
H 2.1370 6.9295 -5.0254
H 2.9612 5.0028 -3.7426
H 1.7129 4.5152 -4.9219
H 1.5989 3.9846 -3.2307
C 2.1794 4.0796 7.4544
O 2.7325 4.8660 6.4170
C 3.1978 4.0980 5.3167
C 2.2198 4.1121 4.1646
O 1.0147 3.4450 4.4934
C -0.0604 4.3193 4.7773
H 1.7083 4.7587 8.1634
H 1.4269 3.3844 7.0746
H 2.9622 3.5154 7.9741
H 3.3934 3.0666 5.6249
H 4.1438 4.5391 4.9860
H 2.6654 3.5799 3.3172
H 2.0185 5.1407 3.8483
H -0.4045 4.8182 3.8645
H 0.2179 5.0736 5.5186
H -0.8756 3.7153 5.1716
C -9.9601 -4.4893 2.9176
O -9.3677 -4.2017 1.6701
C -7.9913 -4.5709 1.6004
C -7.7982 -5.8582 0.8397
O -8.3753 -6.9685 1.5310
C -9.6186 -7.3649 0.9923
H -11.0333 -4.3272 2.8175
H -9.7849 -5.5260 3.2192
H -9.5756 -3.8198 3.6962
H -7.5687 -4.6563 2.6060
H -7.4595 -3.7750 1.0732
H -6.7273 -6.0479 0.7380
H -8.2197 -5.7718 -0.1649
H -9.4792 -7.8502 0.0183
H -10.2966 -6.5153 0.8754
H -10.0661 -8.0837 1.6789
C -6.6277 -10.1693 0.2026
O -6.1055 -10.3565 -1.1011
C -6.0546 -11.7111 -1.5044
C -7.1879 -12.0513 -2.4459
O -8.4491 -11.9792 -1.7995
C -9.1516 -10.7808 -2.0736
H -6.7928 -9.1028 0.3459
H -7.5776 -10.6946 0.3330
H -5.9132 -10.5176 0.9564
H -6.0778 -12.3755 -0.6346
H -5.1037 -11.8665 -2.0250
H -7.0601 -13.0780 -2.8049
H -7.1624 -11.3830 -3.3119
H -9.5064 -10.7677 -3.1102
H -8.5300 -9.9002 -1.8951
H -10.0128 -10.7478 -1.4081
```

Calculated values
Orbital gap = 6.9 eV
Energy = -64210.689 eV
Charge = -1
2S+1 = 1
ΔE to the lowest compared entry with this formula, charge and spin = 51.6 kJ/mol
LUMO energy = 2.15 eV


Here is C4H6O2 as an isolated structure from the OMol25 dataset. Energies are from the ωB97M-V functional and the def2-TZVPD basis.

Structure (XYZ):
```
12
Properties=species:S:1:pos:R:3
C 0.8658 -1.1022 1.1682
C -0.1480 -0.0897 0.7673
O 0.2783 1.1244 0.4585
C -0.5567 1.3622 -0.6127
C -0.5234 0.4762 -1.7311
O -1.2338 0.5612 -2.7208
H 0.9268 -1.9490 0.4746
H 1.8486 -0.6242 1.2011
H 0.6209 -1.5092 2.1570
H -1.2022 -0.2184 0.9787
H -1.0882 2.3095 -0.6036
H 0.2502 -0.3252 -1.6385
```

Calculated values
Orbital gap (spin up / spin down) = 8.3 / 7.7 eV
Energy = -8336.557 eV
2S+1 = 1
ΔE to the lowest compared entry with this formula, charge and spin = 376.7 kJ/mol
LUMO energy (spin up / spin down) = -0.18 / -0.59 eV